Record 1
C35H42BF4O4P2Ti | the ωB97M-V functional and the def2-TZVPD basis

Atoms and positions in Å:
Ti1 0.136 -1.648 0.122
C1 -1.918 -3.447 0.152
C2 -2.167 -2.500 -1.041
O1 -0.977 -1.867 -1.527
C3 -0.172 -2.665 -2.415
C4 1.336 -2.306 -2.287
O2 1.646 -1.699 -1.021
C5 2.844 -2.163 -0.385
C6 2.728 -2.146 1.175
O3 1.392 -1.943 1.664
C7 0.844 -2.894 2.596
C8 -0.517 -3.514 2.148
O4 -1.091 -2.747 1.088
H1 -1.426 -4.366 -0.174
H2 -2.877 -3.703 0.616
H3 -2.798 -1.672 -0.711
H4 -2.678 -3.048 -1.837
H5 -0.492 -2.477 -3.445
H6 -0.319 -3.721 -2.194
H7 1.622 -1.614 -3.076
H8 1.910 -3.225 -2.413
H9 3.676 -1.528 -0.700
H10 3.061 -3.180 -0.706
H11 3.335 -1.332 1.584
H12 3.131 -3.088 1.549
H13 0.703 -2.355 3.538
H14 1.549 -3.710 2.763
H15 -1.210 -3.514 2.994
H16 -0.364 -4.545 1.825
C9 0.940 2.118 2.042
C10 -0.103 1.044 2.446
P1 -1.135 0.184 1.162
C11 -2.205 1.443 0.384
C12 -2.872 2.411 1.128
C13 -3.818 3.220 0.516
C14 -4.117 3.056 -0.829
C15 -3.444 2.101 -1.578
C16 -2.495 1.296 -0.972
C17 -2.429 -0.573 2.244
C18 -3.683 -0.854 1.696
C19 -4.628 -1.575 2.407
C20 -4.337 -2.033 3.684
C21 -3.118 -1.716 4.261
C22 -2.168 -1.000 3.545
C23 1.938 1.781 0.912
P2 1.083 1.993 -0.718
C24 2.372 1.732 -2.000
C25 3.734 1.559 -1.783
C26 4.591 1.361 -2.858
C27 4.100 1.352 -4.156
C28 2.746 1.551 -4.385
C29 1.889 1.733 -3.311
C30 1.113 3.836 -0.824
C31 2.319 4.536 -0.808
C32 2.339 5.911 -0.962
C33 1.152 6.608 -1.147
C34 -0.053 5.926 -1.138
C35 -0.073 4.547 -0.978
H17 1.515 2.328 2.946
H18 0.407 3.028 1.755
H19 -0.796 1.479 3.171
H20 0.430 0.215 2.923
H21 -2.661 2.527 2.183
H22 -4.328 3.984 1.086
H23 -4.875 3.672 -1.292
H24 -3.651 1.987 -2.634
H25 -1.958 0.551 -1.549
H26 -3.933 -0.478 0.711
H27 -5.596 -1.779 1.969
H28 -5.057 -2.626 4.230
H29 -2.898 -2.028 5.274
H30 -1.224 -0.761 4.019
H31 2.281 0.746 1.000
H32 2.783 2.468 0.981
H33 4.128 1.573 -0.774
H34 5.651 1.222 -2.689
H35 4.772 1.177 -4.984
H36 2.361 1.549 -5.396
H37 0.825 1.872 -3.471
H38 3.257 4.012 -0.678
H39 3.279 6.444 -0.926
H40 1.174 7.678 -1.301
H41 -0.983 6.467 -1.247
H42 -1.019 4.020 -0.966
F1 0.854 -3.901 -0.098
B1 1.137 -5.331 -0.454
F2 0.104 -5.691 -1.302
F3 1.116 -6.012 0.736
F4 2.361 -5.318 -1.079

Summary:
- frontier orbital gap (alpha / beta) (eV) = 7.399 / 9.008
- multiplicity = 3
- energy above the lowest of the compared OMol25 structures with the same formula, charge and spin (kcal/mol) = 31.88
- E_LUMO (alpha / beta) (Ha) = -0.0721 / -0.0701
- total charge = +1
- M (g mol⁻¹) = 723.34

=====

Record 2
C35H42Cl18F8IN2O5 | the ωB97M-V functional and the def2-TZVPD basis

Atoms and positions in Å:
C1 0.547 6.257 3.202
O1 -0.025 4.970 2.995
C2 -0.437 4.786 1.657
C3 -1.234 3.499 1.640
C4 -0.726 2.311 1.148
C5 0.695 2.355 0.591
C6 0.745 2.940 -0.836
O2 1.553 2.139 -1.683
C7 1.648 2.641 -2.990
C8 2.917 3.460 -3.246
F1 2.963 3.638 -4.599
F2 2.836 4.711 -2.732
C9 4.246 2.765 -2.863
F3 4.284 1.589 -3.535
F4 5.265 3.501 -3.341
C10 4.498 2.563 -1.328
F5 5.788 2.856 -1.086
F6 3.753 3.379 -0.555
C11 4.264 1.074 -0.871
F7 3.687 1.129 0.378
F8 5.433 0.448 -0.713
C12 -1.502 1.132 1.174
C13 -0.972 -0.198 0.682
O3 -1.322 -1.217 1.220
O4 -0.073 -0.240 -0.346
C14 1.121 -0.906 0.102
O5 1.081 -2.239 -0.256
C15 2.092 -3.012 0.279
C16 2.904 -2.634 1.327
C17 3.885 -3.482 1.847
C18 4.724 -3.012 3.036
C19 4.076 -4.744 1.313
C20 3.235 -5.122 0.255
C21 2.267 -4.291 -0.256
C22 1.379 -4.818 -1.388
C23 0.437 -5.898 -0.775
C24 2.170 -5.384 -2.585
C25 -2.802 1.219 1.678
C26 -3.704 -0.003 1.683
C27 -3.280 2.434 2.183
C28 -4.656 2.523 2.789
C29 -4.570 2.475 4.354
N1 -3.362 1.714 4.746
N2 -2.493 3.526 2.164
I1 -3.195 5.325 2.944
H1 -0.251 7.008 3.266
H2 1.026 6.225 4.186
H3 1.329 6.510 2.478
H4 0.455 4.727 1.028
H5 -1.029 5.629 1.267
H6 1.259 3.013 1.255
H7 1.211 1.403 0.613
H8 1.210 3.937 -0.789
H9 -0.258 3.072 -1.268
H10 1.619 1.849 -3.746
H11 0.807 3.307 -3.233
H12 3.561 0.527 -1.503
H13 1.954 -0.381 -0.381
H14 1.210 -0.721 1.180
H15 2.805 -1.659 1.786
H16 4.107 -3.147 3.930
H17 4.865 -1.930 2.933
H18 5.668 -3.549 3.111
H19 4.816 -5.401 1.744
H20 3.368 -6.128 -0.131
H21 0.775 -3.983 -1.754
H22 -0.469 -5.436 -0.368
H23 0.926 -6.383 0.078
H24 0.209 -6.693 -1.490
H25 1.532 -6.123 -3.085
H26 3.091 -5.898 -2.295
H27 2.393 -4.630 -3.347
H28 -3.376 -0.642 0.859
H29 -4.732 0.262 1.431
H30 -3.642 -0.546 2.628
H31 -5.219 3.386 2.418
H32 -5.250 1.654 2.523
H33 -5.425 1.908 4.733
H34 -4.605 3.466 4.800
H35 -3.601 1.018 5.444
H36 -2.711 2.327 5.228
C30 -0.103 -3.186 3.849
Cl1 -0.269 -4.939 3.849
Cl2 -0.815 -2.488 5.313
Cl3 1.595 -2.725 3.685
H37 -0.642 -2.793 2.994
C31 -3.929 -2.705 -2.111
Cl4 -2.205 -2.396 -1.879
Cl5 -4.874 -1.881 -0.862
Cl6 -4.441 -2.189 -3.713
H38 -4.100 -3.770 -2.017
C32 -7.588 5.561 6.265
Cl7 -5.925 5.662 5.656
Cl8 -8.488 4.323 5.388
Cl9 -7.593 5.236 7.993
H39 -8.067 6.517 6.094
C33 -3.243 0.774 -6.016
Cl10 -3.255 2.388 -6.726
Cl11 -2.697 0.843 -4.334
Cl12 -4.838 0.029 -6.140
H40 -2.542 0.164 -6.573
C34 -4.484 -0.934 -10.124
Cl13 -5.933 -0.018 -9.711
Cl14 -3.044 0.080 -9.973
Cl15 -4.340 -2.370 -9.107
H41 -4.566 -1.255 -11.154
C35 7.291 -6.427 -1.225
Cl16 6.025 -5.523 -0.377
Cl17 8.811 -5.529 -1.227
Cl18 7.508 -8.020 -0.495
H42 6.980 -6.566 -2.253

Summary:
- frontier orbital gap (eV) = 5.735
- E_LUMO (Ha) = -0.1642
- total charge = +1
- M (g mol⁻¹) = 1487.77

=====

Record 3
C35H42O4 | the ωB97M-V functional and the def2-TZVPD basis

Atoms and positions in Å:
C1 -1.042 0.335 5.974
C2 -0.236 0.178 4.722
C3 0.457 1.260 4.177
C4 1.169 1.124 2.977
C5 2.002 2.279 2.531
C6 1.105 -0.083 2.251
C7 1.752 -0.256 0.883
C8 3.262 -0.544 1.012
C9 1.484 0.852 -0.173
C10 0.115 1.385 -0.173
C11 -0.584 1.735 -1.341
C12 -1.944 1.281 -1.487
C13 -2.431 0.156 -0.621
C14 -2.735 1.825 -2.486
C15 -2.215 2.775 -3.380
C16 -3.133 3.451 -4.339
C17 -0.837 3.044 -3.374
C18 0.009 2.482 -2.427
C19 1.492 2.642 -2.558
C20 0.521 -1.203 2.874
C21 0.624 -2.578 2.274
C22 -0.159 -1.056 4.076
H1 -1.525 -0.612 6.240
H2 -0.411 0.652 6.815
H3 -1.824 1.094 5.840
H4 0.460 2.221 4.706
H5 2.925 1.968 2.029
H6 1.452 2.922 1.831
H7 2.286 2.903 3.391
H8 1.318 -1.162 0.436
H9 3.442 -1.374 1.712
H10 3.681 -0.841 0.039
H11 3.812 0.337 1.375
H12 2.193 1.681 -0.058
H13 1.689 0.382 -1.154
H14 -0.441 1.313 0.771
H15 -3.481 -0.077 -0.828
H16 -1.856 -0.764 -0.811
H17 -2.322 0.373 0.448
H18 -3.781 1.511 -2.583
H19 -2.595 4.214 -4.902
H20 -3.559 2.714 -5.026
H21 -3.966 3.940 -3.825
H22 -0.418 3.712 -4.137
H23 1.704 3.358 -3.362
H24 1.946 3.023 -1.631
H25 1.975 1.692 -2.848
H26 0.149 -3.307 2.943
H27 0.107 -2.639 1.306
H28 1.669 -2.888 2.130
H29 -0.639 -1.934 4.519
C23 1.182 8.226 -0.273
C24 0.829 7.298 -1.416
C25 1.403 7.790 -2.752
O1 1.353 5.967 -1.186
C26 0.731 5.225 -0.219
O2 1.375 4.323 0.305
C27 -0.634 5.487 0.043
C28 -1.310 5.027 1.250
C29 -0.961 5.946 2.434
C30 -1.703 7.106 2.701
C31 -1.259 7.988 3.697
C32 -0.083 7.720 4.413
C33 0.656 6.564 4.129
C34 0.233 5.698 3.114
C35 -1.337 6.422 -0.792
O3 -2.551 6.535 -0.816
O4 -0.589 7.212 -1.622
H30 0.723 7.934 0.679
H31 2.273 8.246 -0.170
H32 0.839 9.231 -0.544
H33 1.078 7.112 -3.554
H34 1.000 8.792 -2.945
H35 2.498 7.827 -2.696
H36 -2.383 5.090 1.032
H37 -0.981 3.996 1.448
H38 -2.607 7.315 2.120
H39 -1.824 8.898 3.918
H40 0.286 8.430 5.162
H41 1.575 6.342 4.677
H42 0.838 4.834 2.824

Summary:
- frontier orbital gap (eV) = 4.018
- energy above the lowest of the compared OMol25 structures with the same formula, charge and spin (kcal/mol) = 1.91
- E_LUMO (Ha) = -0.0905
- total charge = 0
- M (g mol⁻¹) = 526.72